23
Properties=species:S:1:pos:R:3:forces:R:3:mulliken_charge:R:1 method="wB97M-V/def2-TZVPD" charge=0 gap_ev=10.2135 fmax_ev_per_a=1.2 homo_energy_ha=-0.3569 smiles="O=C1N[C@@H](c2cccnc2)[C@H](F)[C@]1(O)Cl" multiplicity=1
O 0.0681 0.0006 3.8610 0.118 -0.566 1.001 -0.533
C -0.0725 0.1076 2.6947 -0.298 0.234 -1.027 0.022
N 0.9237 0.1295 1.7022 -0.208 0.071 -0.065 -0.306
C 0.4461 0.8631 0.5141 0.448 0.753 -0.193 0.112
C 0.5119 0.1481 -0.8094 -0.089 -0.611 0.066 0.415
C 1.5098 -0.7925 -1.0475 -0.207 0.043 -0.294 -0.570
C 1.5580 -1.4197 -2.2828 -0.217 0.234 0.153 -0.518
C 0.5925 -1.0981 -3.2273 0.102 -0.081 -0.024 -0.279
N -0.3764 -0.2072 -3.0290 0.290 0.029 0.291 -0.641
C -0.3895 0.3979 -1.8412 0.105 0.010 0.068 -0.271
C -0.9054 1.4310 0.9772 0.048 -1.031 0.227 -0.297
F -0.6053 2.4836 1.8177 -0.256 0.458 -0.085 -0.323
C -1.3801 0.3000 1.8824 0.328 0.325 0.422 0.742
O -1.5073 -0.9020 1.1726 -0.457 0.002 -0.246 -0.469
Cl -2.8322 0.7037 2.7802 0.067 -0.023 0.174 -0.170
H 1.3933 -0.7477 1.5487 0.228 0.041 0.152 0.282
H 1.0917 1.7429 0.4300 0.015 0.044 -0.103 0.447
H 2.2442 -1.0347 -0.2939 0.114 -0.002 0.061 0.391
H 2.3195 -2.1459 -2.5160 0.083 -0.082 -0.002 0.393
H 0.6198 -1.5912 -4.1895 -0.125 0.016 -0.122 0.372
H -1.1605 1.1396 -1.6915 -0.174 0.025 -0.128 0.280
H -1.6470 1.7260 0.2486 0.099 0.133 -0.282 0.530
H -2.4027 -1.2346 1.2987 -0.015 -0.022 -0.046 0.392